[1]
The following is a DFT calculation (ωB97M-V with the def2-TZVPD basis set) of a molecular structure, C40H29F9N5PSV at a distorted geometry.

Geometry as XYZ:
```
86
Properties=species:S:1:pos:R:3
C 1.649 -0.404 -1.964
H -4.328 1.039 3.596
C 0.271 -2.051 -0.132
C -1.084 0.741 4.472
H -3.317 1.075 1.382
C 3.008 0.277 -3.840
F 1.267 -6.632 1.549
C 3.162 0.000 2.185
H 1.550 -5.193 -0.349
C -3.525 -1.278 -2.830
H 0.876 0.381 -3.810
H -1.655 -2.722 -5.256
C -1.270 0.911 2.026
H -2.622 1.877 -4.109
H 1.787 2.428 1.378
C 1.885 0.554 2.174
C -0.118 -3.295 1.901
C 0.901 -3.174 -0.670
C 5.503 0.200 -3.767
F -0.436 -6.031 2.739
C -1.170 -1.080 -2.337
H -1.023 2.338 -4.483
C -0.259 -2.136 1.150
C 0.934 0.226 3.145
H 1.295 -3.151 -1.680
S 0.164 2.788 -2.016
F -4.021 -3.445 -5.640
F 6.497 -0.403 -3.099
N -0.680 3.539 1.531
H -3.235 5.724 1.746
C 1.049 -4.333 0.073
F 5.795 1.511 -3.809
N -2.492 2.263 -1.717
H 2.756 -1.170 -0.286
C 4.068 -0.560 -1.853
H 2.859 -2.027 4.860
H 0.340 5.440 4.106
F -5.472 -2.559 -4.303
C -2.451 0.904 4.632
H 4.962 -0.828 -1.306
C -0.306 5.108 3.306
H -0.459 0.666 5.355
C -4.317 -2.334 -4.948
F -4.562 -1.367 -5.854
C 2.609 -1.288 4.109
C 4.160 -0.048 -3.134
C 0.730 -5.605 2.224
C -1.459 2.304 -2.512
H -0.786 -1.289 1.567
H -1.824 6.615 3.592
C -2.660 0.978 2.242
H 3.871 0.311 1.423
C 0.548 -4.383 1.368
C -2.501 -0.849 -2.003
C 1.767 0.113 -3.255
C -3.213 -1.939 -4.007
C 3.535 -0.925 3.141
V -0.453 1.803 0.320
N -2.044 2.611 -0.430
C -0.869 -1.766 -3.506
C 1.348 -0.719 4.099
H 0.962 3.484 2.795
C -2.288 5.266 2.000
H -4.556 -1.091 -2.564
C -2.595 3.630 0.144
H 0.624 -1.054 4.829
C 2.815 -0.744 -1.280
C 0.052 4.018 2.549
P 0.028 -0.482 -1.091
H -0.521 -3.340 2.906
C -1.506 5.754 3.018
F 1.541 -5.356 3.271
C -1.862 4.156 1.278
H -3.460 4.124 -0.282
H -2.882 0.954 5.625
H 2.251 1.300 0.327
C -1.890 -2.191 -4.343
C -0.503 0.681 3.200
H 3.084 0.668 -4.847
N 1.591 1.473 1.082
F 5.543 -0.245 -5.034
H 0.160 -1.971 -3.784
H 4.528 -1.355 3.126
C -3.250 0.965 3.500
H -2.743 -0.310 -1.095
N -1.657 1.927 -3.817
```

As for the expectation value of S²: 3.786. Its multiplicity is 4. As for the HOMO energy (spin up / spin down): -6.80 / -8.08 eV. As for the gap between HOMO and LUMO (spin up / spin down): 6.6 / 7.4 eV.

The computed Löwdin charges, all in e, follow:
1. C -0.362
2. H 0.097
3. C -0.316
4. C -0.066
5. H 0.082
6. C 0.005
7. F 0.137
8. C -0.051
9. H 0.120
10. C 0.004
11. H 0.088
12. H 0.123
13. C -0.200
14. H 0.096
15. H 0.085
16. C -0.227
17. C 0.008
18. C -0.069
19. C -0.590
20. F 0.144
21. C -0.340
22. H 0.077
23. C -0.054
24. C -0.123
25. H 0.111
26. S 0.595
27. F 0.140
28. F 0.137
29. N 0.034
30. H 0.119
31. C 0.002
32. F 0.146
33. N 0.018
34. H 0.096
35. C 0.000
36. H 0.106
37. H 0.109
38. F 0.139
39. C -0.094
40. H 0.122
41. C -0.045
42. H 0.105
43. C -0.589
44. F 0.140
45. C -0.072
46. C -0.118
47. C -0.588
48. C -0.873
49. H 0.075
50. H 0.112
51. C -0.134
52. H 0.110
53. C -0.118
54. C -0.089
55. C -0.112
56. C -0.120
57. C -0.077
58. V 0.439
59. N -0.213
60. C -0.065
61. C -0.039
62. H 0.109
63. C -0.009
64. H 0.126
65. C -0.067
66. H 0.109
67. C -0.097
68. C -0.101
69. P 1.097
70. H 0.131
71. C -0.052
72. F 0.139
73. C -0.237
74. H 0.132
75. H 0.097
76. H 0.077
77. C 0.000
78. C -0.218
79. H 0.129
80. N 0.035
81. F 0.142
82. H 0.106
83. H 0.105
84. C -0.096
85. H 0.093
86. N 0.074



[2]
The following is a DFT calculation (ωB97M-V with the def2-TZVPD basis set) of a molecular structure, C40H30AsBr2Cl5N3O4RuS at a distorted geometry.

Geometry as XYZ:
```
87
Properties=species:S:1:pos:R:3
H -3.550 -0.820 0.616
C -0.257 4.932 1.195
C -2.947 -3.832 2.019
C 2.741 -0.753 2.235
C -3.415 -5.132 2.014
C -1.203 4.085 -5.406
C -2.846 -1.521 1.073
H -1.077 0.850 5.569
C -0.488 0.812 3.500
C 0.565 4.705 -3.897
O -1.742 1.808 -0.985
Br -1.782 5.917 4.906
Ru 0.628 0.684 0.099
C -1.594 3.082 -4.535
C 3.222 -1.714 3.172
C -0.129 4.899 -5.081
C 0.843 -1.163 -5.176
N -0.229 1.494 2.403
H -1.193 -1.138 3.978
Cl 4.907 -2.712 5.029
H 0.723 3.496 -2.113
H -5.408 -4.970 -0.704
C -1.861 -1.875 -1.736
S -1.329 1.492 -2.333
C 0.250 -0.213 -4.352
H 0.167 5.688 -5.757
H -2.346 -2.849 -1.640
H 3.896 -3.332 -3.505
Br 0.143 5.893 -0.383
Cl 5.370 2.224 2.942
C 0.190 3.688 -3.031
H -0.567 0.390 -4.711
H -4.608 -2.645 -0.670
C 1.864 -1.968 -4.730
H 1.395 5.348 -3.646
H -1.735 4.230 -6.335
O -2.275 0.717 -3.099
C -0.388 2.834 2.393
H 0.225 -3.044 1.348
H 4.790 -2.766 -1.247
N 0.100 0.729 -2.121
C -0.916 1.447 4.685
C 2.385 -1.793 -3.433
Cl 2.934 1.662 1.090
H 3.799 -0.890 -0.002
C 3.481 0.461 2.208
C 3.462 -2.540 -2.913
C 1.818 -0.805 -2.584
H 0.533 -0.897 4.194
H -2.646 -1.199 2.097
N 2.315 -0.524 -1.364
As -1.141 -1.307 -0.008
H -2.424 2.430 -4.761
Cl 2.366 -3.200 3.312
O 1.746 -0.974 1.477
H -1.057 -1.951 -2.467
H 2.296 -2.722 -5.372
C -4.260 -3.346 0.077
C -4.719 -4.651 0.064
C -0.881 3.540 3.527
C 4.582 0.701 3.012
H 0.619 -3.057 -0.365
C 3.370 -1.185 -0.947
C -0.204 -3.006 0.350
H -4.665 -6.563 1.027
H 0.474 -1.279 -6.183
H -0.960 6.679 2.206
H -2.575 -1.144 -2.107
H -0.114 -1.067 2.553
C 3.955 -2.232 -1.672
H -2.248 -3.510 2.781
C 4.346 -1.495 3.952
C -1.126 2.793 4.695
H -0.862 -3.863 0.198
C -3.364 -2.917 1.053
H -1.478 3.293 5.584
C -0.030 3.539 1.177
Cl 6.437 -0.014 4.842
C -0.788 5.614 2.276
C -4.301 -5.548 1.034
C -1.088 4.931 3.429
C -0.901 2.905 -3.351
C 5.041 -0.286 3.879
C 0.678 -0.056 -3.034
O 0.465 2.962 0.167
C -0.312 -0.667 3.548
H -3.089 -5.824 2.777
```

As for the expectation value of S²: 8.765. Its multiplicity is 6. As for the HOMO energy (spin up / spin down): -7.45 / -7.41 eV. As for the gap between HOMO and LUMO (spin up / spin down): 7.1 / 5.1 eV.

The computed Löwdin charges, all in e, follow:
1. H 0.084
2. C -0.582
3. C -0.063
4. C -0.533
5. C -0.080
6. C -0.068
7. C -0.267
8. H 0.118
9. C -0.303
10. C -0.076
11. O -0.349
12. Br 0.754
13. Ru 1.359
14. C -0.066
15. C -0.608
16. C -0.071
17. C -0.065
18. N 0.113
19. H 0.084
20. Cl 0.688
21. H 0.073
22. H 0.104
23. C -0.260
24. S 0.600
25. C -0.013
26. H 0.106
27. H 0.032
28. H 0.120
29. Br 0.827
30. Cl 0.705
31. C -0.095
32. H 0.097
33. H 0.114
34. C -0.041
35. H 0.106
36. H 0.106
37. O -0.321
38. C -0.142
39. H -0.014
40. H 0.110
41. N -0.226
42. C -0.006
43. C -0.156
44. Cl 0.786
45. H 0.092
46. C -0.581
47. C 0.006
48. C -0.173
49. H 0.086
50. H 0.057
51. N 0.055
52. As 1.176
53. H 0.110
54. Cl 0.721
55. O -0.263
56. H 0.028
57. H 0.109
58. C -0.064
59. C -0.079
60. C -0.188
61. C -0.710
62. H 0.026
63. C -0.118
64. C -0.268
65. H 0.100
66. H 0.108
67. H 0.095
68. H 0.014
69. H 0.010
70. C -0.025
71. H 0.111
72. C -0.706
73. C -0.017
74. H 0.034
75. C -0.324
76. H 0.078
77. C -0.447
78. Cl 0.673
79. C -0.180
80. C -0.089
81. C -0.620
82. C -0.263
83. C -0.728
84. C -0.316
85. O -0.264
86. C -0.050
87. H 0.104



[3]
The following is a DFT calculation (ωB97M-V with the def2-TZVPD basis set) of a molecular structure, C40H30Cl2NPPt.

Geometry as XYZ:
```
75
Properties=species:S:1:pos:R:3
H -2.655 4.267 4.315
C -2.217 -2.477 1.058
H 5.020 0.290 -0.971
C 1.913 1.464 1.001
C -0.392 3.772 2.873
H -0.153 1.371 -2.287
C 0.519 -5.094 -0.108
C -2.537 3.230 4.020
C 4.295 1.596 0.572
H 1.386 -2.465 -2.053
H -4.805 0.696 -3.053
H -2.075 -0.461 2.927
Cl -6.564 1.729 -1.068
C 2.848 -3.464 1.820
C -3.479 2.298 4.351
H -2.102 2.606 0.606
C -2.820 1.055 -2.301
C -1.231 1.512 2.885
H 2.830 -4.219 1.045
H -4.312 -3.769 3.349
H 4.652 -4.210 2.705
H 1.422 4.018 1.788
C -2.687 2.176 -0.198
C -3.315 0.951 3.958
Pt 0.000 -0.374 -0.305
H 5.265 2.019 0.798
C -2.171 -3.911 3.402
H -4.072 0.224 4.224
H -4.562 2.690 0.719
C 3.171 2.012 1.264
H -2.336 0.592 -3.155
H 3.273 2.756 2.046
C 0.768 -3.773 -0.477
C -4.205 1.104 -2.250
H 1.135 -0.736 2.876
C 1.896 -1.510 2.863
H 2.831 -0.681 -1.447
Cl -2.285 -1.487 -0.392
C 3.875 -3.457 2.755
C -2.028 1.571 -1.272
C 2.918 -1.513 3.797
H -4.356 2.587 4.915
C 1.223 -5.842 -2.281
C 1.465 -4.530 -2.657
N -0.167 1.086 2.146
P 0.515 -2.375 0.658
H -0.080 2.266 -0.770
C 0.755 1.954 1.793
H -2.150 -4.462 4.333
C 4.156 0.625 -0.410
C -0.548 1.414 -1.269
H 2.951 -0.746 4.560
H -0.033 -3.878 3.200
H 0.545 -7.147 -0.716
C 2.911 0.075 -0.675
H 0.141 -5.321 0.882
H 1.825 -4.306 -3.653
C 3.908 -2.486 3.743
C -0.986 -2.869 1.572
H -0.493 4.819 3.134
H 1.398 -6.648 -2.983
C -3.415 -2.796 1.669
C -4.070 2.229 -0.127
C 0.665 3.333 2.143
C -4.821 1.682 -1.154
C 1.765 0.467 0.021
H 4.712 -2.480 4.468
C 0.745 -6.124 -1.008
C -3.383 -3.522 2.852
H -4.349 -2.461 1.238
C 1.852 -2.494 1.874
C -1.391 2.857 3.279
C -2.218 0.564 3.243
C -0.982 -3.587 2.764
C 1.232 -3.497 -1.760
```

As for the HOMO energy: -7.33 eV. As for the gap between HOMO and LUMO: 7.6 eV.

The computed Löwdin charges, all in e, follow:
1. H 0.112
2. C -0.604
3. H 0.100
4. C -0.208
5. C -0.007
6. H 0.049
7. C -0.086
8. C -0.036
9. C -0.093
10. H 0.078
11. H 0.102
12. H 0.096
13. Cl 0.628
14. C -0.072
15. C -0.083
16. H 0.099
17. C -0.099
18. C -0.224
19. H 0.100
20. H 0.109
21. H 0.103
22. H 0.113
23. C -0.048
24. C -0.071
25. Pt 0.759
26. H 0.098
27. C -0.068
28. H 0.102
29. H 0.103
30. C -0.049
31. H 0.113
32. H 0.107
33. C -0.354
34. C -0.123
35. H 0.085
36. C -0.087
37. H 0.079
38. Cl 0.780
39. C -0.078
40. C -0.365
41. C -0.066
42. H 0.102
43. C -0.080
44. C -0.073
45. N 0.139
46. P 0.910
47. H 0.047
48. C -0.250
49. H 0.107
50. C -0.092
51. C -0.276
52. H 0.107
53. H 0.112
54. H 0.105
55. C -0.116
56. H 0.105
57. H 0.106
58. C -0.081
59. C -0.366
60. H 0.119
61. H 0.104
62. C -0.099
63. C -0.103
64. C -0.003
65. C -0.682
66. C -0.315
67. H 0.103
68. C -0.076
69. C -0.071
70. H 0.113
71. C -0.345
72. C -0.173
73. C -0.003
74. C -0.074
75. C -0.090



Number 1: calculated total energy -119673.6114 eV. Number 2: calculated total energy -331579.6983 eV. Number 3: calculated total energy -81039.2211 eV.